# 1
DFT (ωB97M-V/def2-TZVPD) results for a single C18H20N4O2 molecule in a non-equilibrium geometry.

The maximum force is 1.2 eV/Å. For the HOMO energy, the calculation gives -8.56 eV. The value obtained for the orbital gap is 0.3389 hartree. Its energy relative to the best compared isomer or geometry (same formula, charge and spin) is 2.4391 eV.

```
! RIJCOSX wB97M-V def2-TZVPD def2/J DEFGRID3
* xyz 0 1
C -3.03650 -4.51696 -0.68538
C -1.97109 -3.99633 -0.10507
C -1.99235 -2.80508 0.80712
N -3.09734 -1.89579 0.54395
C -3.02407 -1.24636 -0.75693
C -1.76555 -0.39171 -0.91994
O -1.68957 0.74268 -0.50242
N -0.74184 -1.07225 -1.51633
C 0.57388 -0.66392 -1.74831
C 1.40612 -1.52112 -2.46688
C 2.71390 -1.15990 -2.72613
C 3.21489 0.04295 -2.26285
C 2.38730 0.88619 -1.53172
C 1.06667 0.54853 -1.28056
H 0.42298 1.21161 -0.72935
O 2.92686 2.09697 -1.14162
C 2.63117 2.63131 0.05322
N 2.00690 1.92289 0.98208
C 1.78045 2.51454 2.14701
C 2.17747 3.81693 2.39031
N 2.82185 4.52409 1.46583
C 3.05469 3.94780 0.30856
H 3.58249 4.51943 -0.44055
H 1.98919 4.31518 3.32963
H 1.26799 1.91378 2.88532
H 4.23349 0.33832 -2.45614
H 3.35121 -1.82372 -3.29018
H 1.02280 -2.46650 -2.82414
H -0.95120 -2.00644 -1.84283
H -3.07217 -2.01749 -1.52963
H -3.89584 -0.59497 -0.85267
C -3.27884 -0.95474 1.64094
C -3.75623 -1.67184 2.86575
C -3.28138 -1.47353 4.08080
H -3.67030 -1.99414 4.93930
H -2.48755 -0.76881 4.26939
H -4.55153 -2.38286 2.68741
H -2.36350 -0.38409 1.86351
H -4.04927 -0.23970 1.33482
H -1.01327 -2.29438 0.77650
H -2.12309 -3.16831 1.83371
H -0.99496 -4.44568 -0.24028
H -2.97419 -5.38624 -1.31781
H -4.01357 -4.08921 -0.53913
*
```



# 2
DFT (ωB97M-V/def2-TZVPD) results for 2 unconnected molecules or ions with the total composition C4H14NO2 in a non-equilibrium geometry.

The maximum force is 2.7 eV/Å. For the HOMO energy, the calculation gives -14.89 eV. The value obtained for the orbital gap is 0.4307 hartree. Its energy relative to the best compared isomer or geometry (same formula, charge and spin) is 1.2824 eV.

```
! RIJCOSX wB97M-V def2-TZVPD def2/J DEFGRID3
* xyz 1 1
C 0.08301 1.36099 0.41340
C 0.43537 -0.01491 -0.10030
C -0.91548 -0.91530 -0.08201
C -1.87812 -0.70126 1.07541
O -0.42396 -2.23734 -0.02917
N 1.36585 -0.73177 0.82942
H -0.52412 1.94410 -0.28347
H -0.67252 1.30431 1.19728
H 0.85547 2.01626 0.81740
H 0.79635 0.05653 -1.11571
H -1.36300 -0.67563 -1.05051
H -2.25285 0.28549 1.32504
H -2.78046 -1.31150 0.98129
H -1.40453 -1.12476 1.96908
H -0.98562 -2.83091 -0.49077
H 1.27324 -1.75363 0.82942
H 2.35656 -0.58917 0.63377
H 1.18347 -0.39846 1.78628
H 1.04278 2.59875 -2.81237
H 1.99957 1.63256 -3.35701
O 1.80897 2.08563 -2.53649
*
```



# 3
DFT (ωB97M-V/def2-TZVPD) results for a molecular structure, C17H21AuN4O4S2Se in a non-equilibrium geometry.

The maximum force is 2.0 eV/Å. For the HOMO energy (spin up / spin down), the calculation gives -7.37 / -7.37 eV. The value obtained for the orbital gap (spin up / spin down) is 0.1819 / 0.1819 hartree. Its energy relative to the best compared isomer or geometry (same formula, charge and spin) is 1.3591 eV.

```
! RIJCOSX wB97M-V def2-TZVPD def2/J DEFGRID3
* xyz 0 1
Au 0.21799 -0.79026 -0.74160
C 1.43827 -0.87116 3.37154
C 1.31650 -0.25328 2.01661
N 0.26182 0.22553 1.50191
N -0.98106 0.06448 2.04082
C -2.00858 0.55241 1.31349
N -3.21269 0.12079 1.66170
S -1.85164 1.71498 0.07017
C 2.48238 -0.18284 1.08369
C 3.79066 -0.16419 1.54005
C 4.83564 -0.12367 0.63230
C 4.55119 -0.06809 -0.72007
C 3.22435 -0.09778 -1.11404
N 2.21843 -0.18836 -0.24521
H 0.46670 -0.88889 3.85791
H 2.12759 -0.29726 3.99447
H 1.80445 -1.89594 3.29618
H -1.21167 -0.94661 2.31199
H -3.21749 -0.82089 2.06632
H -3.97872 0.35621 1.05047
H 3.98053 -0.16965 2.60418
H 5.86081 -0.12885 0.97793
H 5.33570 -0.01205 -1.46068
H 2.94587 -0.07001 -2.15788
C -0.54782 9.00943 0.04956
C -0.27284 7.53366 0.08852
C 0.45873 6.96336 1.12244
C 0.70110 5.59969 1.18479
C 1.51454 5.05760 2.32928
C 0.19333 4.77464 0.15692
Se 0.52885 2.92822 0.23112
C -0.54411 5.33644 -0.91085
C -1.10506 4.52006 -2.04533
C -0.75786 6.70386 -0.91708
H -0.15764 9.50942 0.93410
H -1.62081 9.19606 -0.00991
H -0.08710 9.45897 -0.83170
H 0.84332 7.59686 1.91354
H 1.51712 5.75802 3.16258
H 2.54902 4.89782 2.01832
H 1.12103 4.10181 2.67249
H -1.17693 3.46597 -1.80065
H -0.46895 4.62256 -2.92692
H -2.09945 4.87912 -2.30891
H -1.33391 7.13781 -1.72759
O -1.67961 -1.70387 -0.47960
S -1.33228 -2.78875 0.58311
O -1.81767 -4.07942 0.18124
O -1.95016 -2.34316 1.88598
O 0.14208 -2.71694 0.72908
*
```



# 4
DFT (ωB97M-V/def2-TZVPD) results for 2 unconnected molecules or ions with the total composition C4H12NO3 in a non-equilibrium geometry.

The maximum force is 1.3 eV/Å. For the HOMO energy, the calculation gives -3.75 eV. The value obtained for the orbital gap is 0.2734 hartree. Its energy relative to the best compared isomer or geometry (same formula, charge and spin) is 0.6437 eV.

```
! RIJCOSX wB97M-V def2-TZVPD def2/J DEFGRID3
* xyz -1 1
C -1.29510 0.91400 -0.82944
C -0.34223 1.02151 0.37811
C -1.10802 0.65255 1.63936
O -0.38209 0.95173 2.80449
N 0.85892 0.22032 0.29308
C 0.65435 -1.22613 0.09372
O 0.21431 -1.59553 -1.13625
H -0.80452 0.44655 -1.66130
H -1.65429 1.89961 -1.12036
H -2.15755 0.23801 -0.77486
H -0.05084 2.05807 0.46593
H -2.02594 1.22687 1.67710
H -1.44617 -0.37685 1.49855
H 0.39297 0.37723 2.83265
H 1.37236 0.57670 -0.50291
H 1.59671 -1.67718 0.45828
H -0.02067 -1.63039 0.86452
H 1.27448 -1.39196 -2.02063
H 2.84649 -1.42481 -2.20196
O 2.07683 -1.26031 -2.75807
*
```



# 5
DFT (ωB97M-V/def2-TZVPD) results for a molecular structure, C5H9HgLiO4 in a non-equilibrium geometry.

The maximum force is 5.8 eV/Å. For the HOMO energy (spin up / spin down), the calculation gives -6.81 / -6.81 eV. The value obtained for the orbital gap (spin up / spin down) is 0.2334 / 0.2333 hartree.

```
! RIJCOSX wB97M-V def2-TZVPD def2/J DEFGRID3
* xyz 0 1
O -0.99994 1.84957 -1.36381
C -1.50198 0.69641 -1.44710
C -0.91621 -0.47720 -0.92589
O 0.43304 -0.25378 -0.57791
C 0.92680 -0.69623 0.66787
C 2.29260 -0.07955 0.85014
O 2.15964 1.32259 0.68111
C 3.35145 2.04609 0.91988
Li 0.77840 1.70758 -0.66733
H -2.49044 0.57709 -1.93507
H 1.01058 -1.79399 0.70493
H 0.25483 -0.35635 1.47599
H 3.00035 -0.47508 0.10274
H 2.67591 -0.31027 1.85647
H 3.13428 3.10675 0.75158
H 3.68664 1.89728 1.95751
H 4.14729 1.72322 0.23060
Hg -2.32868 -1.24494 0.52876
O -2.49842 -2.75094 -0.43840
H -1.17327 -1.61785 -1.53138
*
```



# 6
DFT (ωB97M-V/def2-TZVPD) results for a molecular structure, CHF3Mg2NO3S2 in a non-equilibrium geometry.

The maximum force is 4.0 eV/Å. For the HOMO energy (spin up / spin down), the calculation gives -11.73 / -11.73 eV. The value obtained for the orbital gap (spin up / spin down) is 0.1585 / 0.1584 hartree. Its energy relative to the best compared isomer or geometry (same formula, charge and spin) is 4.4434 eV.

```
! RIJCOSX wB97M-V def2-TZVPD def2/J DEFGRID3
* xyz 1 1
Mg 1.48209 3.42762 -1.02238
N -0.23700 1.08231 -1.53095
S 1.12513 0.86441 -2.38712
O 2.20287 1.72672 -1.66476
S -0.81111 2.76531 -1.60784
O -1.38739 2.18846 1.02563
C 1.50907 -0.83292 -1.71031
F 0.54631 -1.66497 -2.07809
F 1.58042 -0.82175 -0.39562
F 2.66258 -1.24035 -2.21082
Mg 0.75793 1.70937 1.37942
O -0.96060 0.71163 1.73277
H -1.34836 0.07828 1.11767
*
```



# 7
DFT (ωB97M-V/def2-TZVPD) results for a molecular structure, C5H6O3 in a non-equilibrium geometry.

The maximum force is 2.5 eV/Å. For the HOMO energy, the calculation gives -7.56 eV. The value obtained for the orbital gap is 0.3005 hartree. Its energy relative to the best compared isomer or geometry (same formula, charge and spin) is 4.1041 eV.

```
! RIJCOSX wB97M-V def2-TZVPD def2/J DEFGRID3
* xyz 0 1
C 0.26155 1.86336 -0.19739
C -1.12798 -0.55024 0.27513
C 0.12479 0.55046 0.47549
C 0.91538 -0.66400 0.26512
C -0.07615 -1.62457 0.25293
O -1.11514 0.38730 1.26920
O -2.08373 -0.39199 -0.68995
O 2.20298 -0.69806 0.00126
H -2.35961 -1.27926 -0.97809
H 2.43950 -1.60583 -0.24560
H -0.10373 -2.62008 0.68403
H 1.24547 1.93329 -0.66937
H 0.17749 2.68049 0.52597
H -0.50083 2.01912 -0.96871
*
```



# 8
DFT (ωB97M-V/def2-TZVPD) results for a molecular structure, C37H128BaF3O30 in a non-equilibrium geometry.

The maximum force is 3.9 eV/Å. For the HOMO energy, the calculation gives -11.41 eV. The value obtained for the orbital gap is 0.3556 hartree.

```
! RIJCOSX wB97M-V def2-TZVPD def2/J DEFGRID3
* xyz 1 1
Ba 14.30258 13.97390 12.07098
C 13.05572 16.11099 14.88722
O 14.28282 16.58019 15.21713
O 12.83688 16.02317 13.55486
C 13.00465 14.78915 15.65278
F 13.85338 13.83431 15.20189
F 13.26669 15.00913 16.92900
F 11.75808 14.25010 15.56664
C 14.40772 17.96153 15.56827
C 15.79465 18.24738 16.08327
H 16.25576 17.48720 16.73780
H 16.48936 18.40969 15.27350
H 15.82848 19.15530 16.66334
H 13.66957 18.20082 16.37923
H 14.14541 18.63497 14.68476
H 12.20006 16.61314 15.31837
O 11.69088 20.04903 15.73299
H 11.58853 19.93119 16.67562
H 10.88240 20.23250 15.28451
O 15.08514 11.18820 10.34800
H 14.29658 10.70290 10.67001
H 15.88792 10.62570 10.46398
O 16.25735 20.81212 20.84650
H 16.91355 21.27833 21.36424
H 16.14051 19.89215 21.22914
O 11.43542 14.58756 11.89783
H 10.76191 15.07656 11.34974
H 11.76640 15.19256 12.67194
O 12.19176 12.20718 12.92419
H 11.54678 12.92359 12.69719
H 11.87149 11.71565 13.71057
O 16.72118 14.73353 10.93380
H 17.00308 15.57684 11.30950
H 16.69305 14.91969 10.01185
O 16.89624 18.36265 12.34488
H 16.16377 18.04324 11.75192
H 17.53364 18.79084 11.74809
O 17.59638 20.86796 18.62273
H 17.19303 21.35326 17.92261
H 17.00474 20.88935 19.43808
O 15.14727 18.43475 22.19957
H 14.27168 18.64992 22.55780
H 15.14542 17.53646 21.79883
O 12.48568 10.42290 10.77796
H 12.25533 11.09894 11.39716
H 11.84271 10.16106 10.12088
O 14.32321 16.77636 11.45636
H 13.69436 16.91873 12.15417
H 13.92263 17.21819 10.68808
O 12.90681 20.44293 13.06497
H 13.71488 20.96639 13.29039
H 12.49315 20.39130 13.94031
O 11.73083 17.98934 12.14256
H 12.15788 18.84412 12.22175
H 12.00335 17.43540 12.93257
O 16.19524 15.78247 13.50754
H 15.63406 16.02993 14.21312
H 16.58570 16.58773 13.19697
C 8.39238 18.36311 10.57005
C 8.81451 17.25195 11.53658
C 7.86832 16.77098 12.58412
O 9.21258 16.10667 10.70496
H 7.66605 18.01529 9.80264
H 9.13191 18.95878 9.97450
H 7.80211 19.08628 11.18550
H 9.75745 17.58442 12.10588
H 8.31873 15.96125 13.15365
H 7.03597 16.27079 12.16912
H 7.49576 17.64570 13.19745
H 8.42402 15.61203 10.51292
C 14.83235 10.38173 13.81653
C 15.49195 11.27573 14.81770
C 16.41228 10.52087 15.70229
O 16.12444 12.22810 13.99190
H 14.19317 9.63946 14.29456
H 15.60737 9.97274 13.17127
H 14.03743 10.80022 13.21336
H 14.70684 11.78729 15.35055
H 16.90002 11.29841 16.34193
H 17.10619 10.07048 15.01462
H 15.96539 9.84198 16.44831
H 17.06116 12.46960 14.10293
C 16.47813 22.86778 12.81891
C 16.89386 21.49160 13.30094
C 18.20034 21.46605 14.20104
O 15.76612 20.88802 13.94882
H 16.31533 23.63052 13.59329
H 15.50456 22.72585 12.39217
H 17.09495 23.26589 11.99363
H 17.02510 20.92299 12.38889
H 18.07312 21.88199 15.22617
H 18.97648 22.10657 13.77735
H 18.62112 20.44976 14.26758
H 15.90136 19.94786 13.92683
C 14.11229 21.39129 18.36658
C 14.36140 21.68151 16.90646
C 13.73999 22.90419 16.35153
O 15.81167 21.75893 16.73095
H 13.09226 21.03881 18.50703
H 14.30736 22.23004 19.06208
H 14.66743 20.52978 18.75121
H 14.07141 20.79282 16.33127
H 12.75213 23.07477 16.77992
H 13.63224 22.96676 15.29610
H 14.30090 23.73304 16.66661
H 15.83280 21.61981 15.77049
C 9.35707 17.52452 15.73923
C 9.43439 17.83646 17.22205
C 10.66470 17.46108 17.92358
O 9.31662 19.28493 17.48744
H 9.37439 16.45766 15.40170
H 10.15058 17.99402 15.15233
H 8.44602 18.05246 15.43840
H 8.49717 17.34427 17.65327
H 10.59251 17.60597 18.98026
H 11.53533 18.01352 17.56010
H 10.90819 16.40914 17.74350
H 8.38698 19.58886 17.46063
C 15.93767 11.76087 21.13021
C 14.84667 10.69637 21.06410
O 13.75446 10.94414 20.13015
H 16.60933 11.50572 21.91589
H 15.50640 12.73985 21.25698
H 16.53962 11.77586 20.20350
H 14.33680 10.56077 22.01404
H 15.31664 9.68325 20.72922
H 13.35930 10.13051 20.02449
C 8.16157 11.55689 16.11974
C 6.62835 11.73340 16.21940
O 6.18007 12.89969 16.76150
H 8.43174 10.66217 15.56078
H 8.59530 11.42681 17.09663
H 8.60429 12.38286 15.56550
H 6.25560 10.89859 16.92619
H 6.24206 11.55485 15.20734
H 6.34156 13.03192 17.70614
C 13.54963 19.61743 9.44953
C 12.37873 18.93447 8.83519
O 12.19865 17.63808 9.48021
H 13.76920 20.51584 8.84389
H 14.40300 18.98348 9.28247
H 13.44136 19.78938 10.51173
H 12.65475 18.68695 7.80503
H 11.45887 19.43776 8.94171
H 11.55069 17.76487 10.15916
C 12.14542 9.34852 17.18763
C 11.48750 9.73080 15.82759
O 11.77205 11.05712 15.28662
H 12.41892 10.25372 17.77994
H 13.02903 8.67811 17.04283
H 11.45861 8.82458 17.81425
H 10.35465 9.68493 15.84509
H 11.84661 9.08354 15.05126
H 11.91015 11.65352 16.04536
C 13.56750 15.99466 19.76304
C 14.82296 16.59584 19.22208
O 15.84885 16.60635 20.22890
H 13.84221 15.05626 20.22419
H 12.88066 15.90060 18.95713
H 13.06675 16.68921 20.50554
H 14.74047 17.61444 18.82811
H 15.12935 16.02186 18.34771
H 16.40646 17.30108 19.91616
C 12.61306 13.69676 7.42614
C 13.59889 14.43061 8.31567
O 14.15092 13.58433 9.31007
H 12.30107 14.35350 6.62546
H 11.73454 13.41684 7.98180
H 12.99570 12.82126 6.80605
H 13.12326 15.31508 8.74881
H 14.40855 14.85376 7.60187
H 14.36128 12.73890 8.90810
C 18.97017 16.26862 18.19522
C 18.89600 17.55943 19.01193
O 17.66556 18.28275 18.85535
H 19.02668 16.52215 17.14618
H 18.13910 15.56526 18.28830
H 19.94584 15.82789 18.36531
H 19.73458 18.13970 18.61518
H 19.16155 17.35775 20.08645
H 17.82266 19.19314 18.60618
C 19.77124 18.46944 8.80945
C 19.55997 18.61744 10.38720
O 18.79815 19.76162 10.75741
H 20.02941 17.46331 8.49062
H 20.61164 19.20329 8.53001
H 19.00616 18.96158 8.21473
H 20.55707 18.51743 10.78366
H 19.01263 17.79238 10.77874
H 19.12178 20.60773 10.47472
C 20.66106 14.90584 14.36847
C 19.38159 14.23248 14.60915
O 18.74265 13.62554 13.40910
H 21.03387 15.24947 15.33978
H 20.66174 15.76638 13.67594
H 21.45231 14.15465 14.03782
H 18.55760 14.85646 14.91664
H 19.55877 13.34930 15.23055
H 19.31391 12.94572 13.07751
*
```